87
Properties=species:S:1:pos:R:3:forces:R:3 method="wB97M-V/def2-TZVPD" lumo_ha="-0.1889 / -0.2784" multiplicity=5 homo_lumo_gap_ev="8.1 / 6.8" relative_energy_kj_mol=10.2 total_charge=+2 molar_mass_g_mol=783.14 e_tot_ha=-2515.80582 s2=6.018
C 2.68881 -2.59623 0.57093 -0.068 0.096 -0.034
H -1.04891 -2.65053 0.41537 0.009 -0.008 -0.007
H -0.45903 -6.15706 3.86884 0.004 0.013 -0.003
H 4.04974 -4.17354 0.97222 0.001 -0.012 -0.012
H -0.72240 -4.78812 -1.49825 -0.003 0.014 -0.007
H 3.16011 0.25948 1.61559 -0.015 0.013 -0.006
H -2.62064 -1.97923 -0.01159 0.026 -0.058 0.003
H 3.20323 0.45633 -4.05485 0.007 -0.018 0.027
C 4.71153 0.48694 3.07076 -0.010 -0.006 -0.005
C -1.70527 2.08916 5.68245 0.010 0.011 -0.008
C 1.50487 -2.59346 -1.44802 -0.061 0.127 0.038
C 0.41217 1.85358 0.73912 -0.075 0.023 0.137
C -1.38330 -4.26532 -2.19312 -0.035 -0.031 -0.002
N 1.77241 -2.01709 -0.24706 0.111 -0.179 0.029
H -2.28745 2.76324 6.29641 0.005 -0.004 0.001
H 6.06384 0.61479 4.72684 -0.014 -0.003 -0.004
H -3.60260 1.54794 1.32247 0.007 0.007 -0.007
C 0.31242 -0.24722 -5.01532 0.047 0.081 0.036
H 0.20756 0.78659 -4.68035 -0.044 -0.032 0.024
C 0.43210 -2.43217 3.36990 0.037 -0.005 0.110
C -0.55867 2.54874 5.04276 -0.025 -0.002 0.011
H -1.64334 -1.14491 4.69540 0.003 0.035 0.033
C 1.39712 -3.32610 3.83266 -0.009 0.003 -0.022
C -0.20574 0.35201 4.11240 -0.014 0.009 0.056
C -3.37905 1.86373 0.30411 0.008 0.026 0.000
H -1.16592 -4.62157 -3.20274 -0.002 0.018 0.020
C -0.97379 1.88987 1.01844 0.034 0.048 -0.009
H 2.89645 -2.07909 1.49776 -0.026 -0.028 -0.025
H -1.61238 -2.20611 2.71608 0.014 -0.023 -0.030
H 1.85997 -4.27397 -2.71827 0.000 0.002 0.009
C -1.17356 -4.22817 3.26057 -0.013 0.017 0.001
C -1.91405 1.75633 0.00718 -0.030 -0.043 -0.049
C 3.33220 -3.76586 0.27527 0.034 -0.052 -0.015
H -2.96519 0.39747 6.07137 0.004 0.010 -0.006
H -2.17526 -4.57840 3.04775 0.013 0.005 0.000
C -1.34328 -0.10852 4.76926 -0.049 0.009 -0.027
H 1.82235 -5.35320 4.37417 -0.010 0.005 0.000
H -1.30111 2.07635 2.03402 0.018 0.006 0.004
C 4.14446 -0.12892 5.33139 0.011 0.002 -0.007
H 2.82052 -3.30799 -4.48710 -0.009 0.004 -0.016
C 3.43016 0.14247 2.66347 0.052 -0.009 0.027
C 0.84861 1.56073 -0.57073 -0.026 0.090 -0.111
Ir 0.68068 -0.42315 0.67031 0.032 -0.131 0.119
H -3.97295 1.27119 -0.39054 0.009 -0.006 -0.001
H 2.14133 -0.81317 5.65779 0.002 0.000 -0.009
C 2.50404 -0.34437 3.58386 0.037 0.060 -0.033
H 1.10540 2.04112 3.80295 -0.012 -0.010 0.012
C 5.06643 0.34630 4.40421 0.001 -0.005 0.009
H 4.42560 -0.22795 6.37145 -0.012 0.002 -0.013
H -1.27627 -0.90194 -0.03146 -0.022 0.076 -0.030
C 0.19044 1.68446 4.26404 0.023 0.014 0.004
H -0.24196 3.57598 5.16582 -0.001 -0.008 -0.001
C 2.92423 -0.31661 -3.33473 0.023 0.012 -0.028
H 0.76134 -0.19805 -6.01133 0.002 -0.003 0.023
C 3.02143 -4.40020 -0.92390 -0.014 0.000 -0.020
C 2.03718 -2.73094 -4.97960 0.002 -0.022 -0.024
C -0.20841 -5.11445 3.72362 0.011 -0.006 0.011
H 1.89563 1.65657 -0.82849 0.004 0.011 -0.017
H -2.41024 -4.56033 -1.95922 0.029 -0.001 -0.009
C 1.07310 -4.66404 4.00762 -0.003 0.007 -0.015
C 0.57508 -1.96482 -2.39819 0.065 -0.080 0.180
H 5.42590 0.86653 2.35270 -0.001 0.000 0.006
H 2.46951 -2.33319 -5.90211 -0.016 0.002 0.014
Si -1.22013 -2.41058 -2.06798 -0.041 -0.024 -0.059
H -2.30495 -0.50534 -3.28886 0.002 -0.007 0.016
H 2.39731 -2.98170 4.06218 0.005 -0.006 0.010
H -3.70237 2.90301 0.20431 0.004 -0.013 -0.012
H -2.18743 1.48890 -2.11309 0.011 0.004 0.003
C -1.55507 -1.95794 -0.26011 0.007 0.074 0.015
H 2.74315 0.16713 -2.37246 -0.020 0.043 -0.013
H -0.68286 -0.67239 -5.13525 0.007 -0.016 -0.004
C -0.12061 1.43193 -1.59588 0.023 -0.018 0.033
C -1.46019 1.55349 -1.31342 -0.012 -0.025 0.046
C -2.08955 0.76366 5.55213 0.005 -0.027 -0.012
Si 1.44125 -1.28746 -3.94915 -0.042 -0.056 -0.091
H 3.48630 -5.34083 -1.18946 -0.002 0.007 0.005
H 3.78965 -0.97231 -3.21140 -0.023 0.008 0.019
H -2.35948 -2.00098 -4.21716 -0.006 -0.011 0.022
C 2.86379 -0.46584 4.92789 -0.004 0.001 0.020
H 0.20864 1.26830 -2.61168 0.019 -0.004 -0.021
H 1.22984 -3.40852 -5.26721 0.011 0.019 0.014
H -3.44955 -1.78176 -2.85610 0.024 0.009 -0.015
C -2.43390 -1.58480 -3.21038 0.011 0.040 0.013
C 2.11792 -3.80857 -1.77824 0.025 -0.015 -0.014
H 1.11643 2.19732 1.48587 0.019 -0.006 0.005
C -0.85507 -2.89266 3.07794 -0.001 -0.045 -0.016
P 0.81922 -0.69883 3.06365 -0.099 -0.002 -0.294